1.
C4H12BF4KO2 | ωB97M-V/def2-TZVPD

Calculated values
* energy above the lowest of the compared OMol25 structures with the same formula, charge and spin: 2.5467 eV
* E_tot: -1334.5234 Ha
* net charge: 0

Positions of all 24 atoms, in Å:
K  0.85  -0.20  -0.59
B  -2.78  2.40  0.40
F  -1.55  2.99  0.33
F  -2.71  1.11  0.87
F  -3.60  3.03  1.26
F  -3.38  2.39  -0.82
C  4.19  2.59  3.11
C  4.34  1.26  2.39
O  4.24  1.53  1.03
H  5.08  3.19  2.91
H  4.27  2.43  4.19
H  3.26  3.13  2.99
H  3.57  0.56  2.74
H  5.30  0.91  2.74
H  5.09  1.81  0.68
C  -3.45  -2.92  -3.35
C  -2.82  -3.30  -2.00
O  -1.41  -3.52  -2.17
H  -3.12  -1.95  -3.71
H  -4.54  -2.85  -3.29
H  -3.25  -3.61  -4.16
H  -3.23  -4.18  -1.50
H  -2.95  -2.52  -1.25
H  -1.40  -4.26  -2.79

Atom-resolved charges from Löwdin, all expressed in e:
1 K 0.9305
2 B -1.4776
3 F 0.1223
4 F 0.0907
5 F 0.1567
6 F 0.1324
7 C -0.0968
8 C -0.3434
9 O -0.0771
10 H 0.0751
11 H 0.0724
12 H 0.0810
13 H 0.1095
14 H 0.1116
15 H 0.0919
16 C -0.0812
17 C -0.2952
18 O -0.1076
19 H 0.0737
20 H 0.0736
21 H 0.0680
22 H 0.1067
23 H 0.1107
24 H 0.0719


2.
C49H43Cl4N8O5RbS | ωB97M-V/def2-TZVPD

Calculated values
* energy above the lowest of the compared OMol25 structures with the same formula, charge and spin: 1.9498 eV
* E_tot: -4970.4408 Ha
* net charge: -2

Positions of all 111 atoms, in Å:
Rb  -0.87  -0.03  -0.89
Cl  -0.19  -4.81  -6.92
C  -0.66  -3.43  -5.96
C  0.02  -3.17  -4.78
C  -0.30  -2.09  -3.94
N  0.26  -1.95  -2.68
C  1.45  -2.46  -2.41
O  2.34  -2.91  -3.17
C  1.75  -2.57  -0.92
C  2.38  -3.73  -0.46
C  2.60  -3.89  0.89
C  2.22  -2.87  1.76
C  1.64  -1.73  1.22
N  1.42  -1.59  -0.09
C  -1.33  -1.21  -4.38
C  -2.00  -1.50  -5.57
C  -1.68  -2.59  -6.36
Cl  -2.57  -2.85  -7.84
N  -1.67  0.02  -3.76
C  -2.90  0.19  -3.37
O  -3.81  -0.61  -3.11
C  -3.42  1.64  -3.46
C  -4.41  1.79  -4.44
C  -5.02  3.00  -4.65
C  -4.67  4.09  -3.86
C  -3.71  3.92  -2.91
N  -3.11  2.72  -2.74
H  0.82  -3.82  -4.49
H  2.67  -4.49  -1.18
H  3.05  -4.79  1.28
H  2.33  -2.96  2.83
H  1.32  -0.91  1.84
H  -2.78  -0.83  -5.90
H  -4.67  0.91  -5.01
H  -5.77  3.10  -5.43
H  -5.13  5.06  -3.97
H  -3.30  4.68  -2.26
C  1.31  4.49  -4.92
C  1.05  5.49  -3.98
C  0.18  5.26  -2.92
C  -0.47  4.01  -2.75
C  -0.18  3.01  -3.70
C  0.69  3.26  -4.75
N  -1.34  3.92  -1.71
N  -2.04  2.70  -1.71
C  -2.64  2.46  -0.43
C  -1.83  2.60  0.70
C  -2.34  2.15  1.90
C  -3.64  1.65  1.95
C  -4.36  1.60  0.78
N  -3.88  1.99  -0.41
H  1.99  4.67  -5.74
H  1.52  6.46  -4.07
H  -0.02  6.04  -2.20
H  -0.61  2.02  -3.61
H  0.89  2.45  -5.46
H  -0.82  2.96  0.59
H  -1.72  2.14  2.79
H  -4.05  1.26  2.87
H  -5.37  1.21  0.76
C  5.27  -1.09  -1.29
C  4.24  -0.12  -1.84
C  3.61  0.72  -0.74
S  2.14  1.58  -1.34
O  1.31  1.95  -0.14
C  2.92  3.12  -1.92
C  2.88  4.24  -0.88
C  3.76  4.03  0.34
H  5.70  -1.70  -2.08
H  4.79  -1.78  -0.58
H  6.08  -0.57  -0.77
H  3.46  -0.68  -2.37
H  4.71  0.54  -2.59
H  4.31  1.43  -0.30
H  3.22  0.08  0.05
H  2.36  3.42  -2.80
H  3.94  2.87  -2.22
H  1.84  4.36  -0.57
H  3.16  5.16  -1.40
H  3.40  3.19  0.93
H  3.75  4.91  0.98
H  4.80  3.84  0.06
Cl  -1.92  -4.45  7.53
C  -1.01  -3.06  8.04
C  -0.71  -2.94  9.38
C  -0.06  -1.80  9.85
C  0.27  -0.80  8.96
C  -0.01  -0.94  7.61
Cl  0.46  0.32  6.52
C  -0.65  -2.08  7.09
N  -0.96  -2.19  5.75
C  -0.51  -3.25  4.95
C  0.50  -4.12  5.36
C  0.93  -5.15  4.53
C  0.37  -5.31  3.27
C  -0.63  -4.43  2.86
C  -1.09  -3.41  3.68
C  -2.19  -2.49  3.22
C  -1.65  -1.07  2.89
O  -1.45  -0.31  3.88
O  -1.41  -0.83  1.70
H  -1.01  -3.73  10.06
H  0.16  -1.70  10.90
H  0.77  0.10  9.29
H  -1.14  -1.32  5.21
H  0.96  -3.98  6.33
H  1.71  -5.81  4.87
H  0.71  -6.09  2.61
H  -1.06  -4.53  1.87
H  -2.93  -2.40  4.02
H  -2.66  -2.89  2.32

Results of the Löwdin charge analysis, in e, for atoms 1 through 99:
1 Rb 0.9014
2 Cl 0.5923
3 C -0.6906
4 C -0.0488
5 C -0.2059
6 N 0.0391
7 C -0.5298
8 O -0.0405
9 C -0.2056
10 C -0.0153
11 C -0.0806
12 C -0.0698
13 C -0.1403
14 N 0.0475
15 C -0.2018
16 C -0.0636
17 C -0.6987
18 Cl 0.5873
19 N 0.0634
20 C -0.6080
21 O 0.0084
22 C -0.0455
23 C 0.0143
24 C -0.0465
25 C -0.0442
26 C -0.0193
27 N 0.0512
28 H 0.0955
29 H 0.1104
30 H 0.0983
31 H 0.0983
32 H 0.1170
33 H 0.1048
34 H 0.1228
35 H 0.1057
36 H 0.1015
37 H 0.1311
38 C -0.1559
39 C -0.1458
40 C -0.0754
41 C -0.3193
42 C -0.0529
43 C -0.1179
44 N 0.0031
45 N -0.0803
46 C -0.3511
47 C -0.0472
48 C -0.0591
49 C -0.0734
50 C -0.1353
51 N 0.1367
52 H 0.0777
53 H 0.0865
54 H 0.0960
55 H 0.0653
56 H 0.1030
57 H 0.0920
58 H 0.1094
59 H 0.1027
60 H 0.1012
61 C -0.0996
62 C -0.2879
63 C -0.3505
64 S 0.9085
65 O -0.5780
66 C -0.3148
67 C -0.2897
68 C -0.1165
69 H 0.0721
70 H 0.0664
71 H 0.0677
72 H 0.0882
73 H 0.1035
74 H 0.0810
75 H 0.0691
76 H 0.0431
77 H 0.0903
78 H 0.0975
79 H 0.1061
80 H 0.0635
81 H 0.0655
82 H 0.0685
83 Cl 0.7172
84 C -0.5877
85 C -0.1329
86 C -0.1103
87 C -0.1282
88 C -0.5784
89 Cl 0.7360
90 C -0.3046
91 N 0.0706
92 C -0.2237
93 C -0.0614
94 C -0.1117
95 C -0.1195
96 C -0.0373
97 C -0.1490
98 C -0.0525
99 C -0.6629


3.
C40H48BrClNOS2Ti | ωB97M-V/def2-TZVPD

Calculated values
* <S²>: 0.753
* 2S+1: 2
* energy above the lowest of the compared OMol25 structures with the same formula, charge and spin: 1.9387 eV
* E_tot: -6363.0058 Ha
* net charge: 0

Positions of all 95 atoms, in Å:
Ti  10.54  11.16  9.76
C  10.59  13.73  17.23
C  9.99  12.31  16.85
C  8.55  12.21  17.41
C  10.90  11.19  17.39
C  9.87  12.16  15.30
C  10.71  11.35  14.50
C  10.44  11.22  13.12
Br  11.44  9.82  12.17
C  9.47  11.99  12.48
O  9.38  11.98  11.15
C  8.52  12.76  13.29
C  8.83  12.88  14.65
C  7.42  13.56  12.64
C  7.92  14.50  11.54
C  6.79  14.52  13.64
C  6.40  12.51  12.16
H  10.78  13.79  18.33
H  9.85  14.47  16.99
H  11.53  13.92  16.67
H  8.64  11.89  18.49
H  7.90  11.44  16.92
H  8.03  13.18  17.26
H  10.81  11.02  18.44
H  11.98  11.34  17.15
H  10.67  10.21  16.97
H  11.64  10.82  14.88
H  8.27  13.60  15.28
H  8.54  15.34  11.95
H  7.12  14.96  10.98
H  8.51  13.92  10.79
H  7.52  15.11  14.15
H  6.10  13.96  14.36
H  6.15  15.18  13.07
H  6.82  11.90  11.32
H  5.49  12.99  11.83
H  6.13  11.71  12.90
C  8.76  18.24  8.64
C  10.10  17.55  8.35
C  10.84  17.35  9.72
C  10.94  18.50  7.43
C  9.87  16.19  7.69
C  9.54  16.13  6.29
C  9.34  14.92  5.66
C  9.40  13.76  6.47
S  8.96  12.23  5.88
C  9.02  11.64  7.52
N  9.54  12.47  8.42
C  9.67  13.79  7.85
C  9.93  15.05  8.43
C  8.55  10.32  7.96
C  7.47  9.60  7.44
C  7.16  8.34  7.86
C  7.73  7.83  9.05
C  8.71  8.55  9.70
C  9.17  9.79  9.17
H  9.02  19.16  9.20
H  8.09  17.70  9.28
H  8.29  18.40  7.65
H  11.34  18.32  10.07
H  11.69  16.64  9.55
H  10.26  16.95  10.58
H  11.16  19.42  8.07
H  10.45  18.76  6.53
H  11.92  18.12  7.19
H  9.36  17.04  5.72
H  9.06  14.97  4.58
H  10.18  15.11  9.51
H  6.87  10.15  6.68
H  6.54  7.73  7.31
H  7.26  6.95  9.50
H  9.00  8.23  10.75
Cl  12.15  13.49  10.35
C  13.36  12.19  10.82
C  14.31  12.52  11.78
C  15.34  11.61  12.02
C  15.13  10.31  11.47
C  14.08  10.00  10.64
C  13.29  11.03  10.08
C  12.45  10.86  8.86
H  14.30  13.55  12.17
H  16.20  11.85  12.61
H  15.80  9.47  11.71
H  13.93  8.96  10.32
H  12.62  9.86  8.38
H  12.47  11.72  8.20
C  5.13  4.81  13.22
S  4.20  6.33  13.59
C  4.64  6.61  15.33
H  6.05  4.81  13.83
H  5.50  4.75  12.15
H  4.55  3.86  13.48
H  5.63  7.04  15.37
H  4.59  5.72  15.93
H  3.96  7.40  15.74

Atom-resolved charges from Löwdin, all expressed in e:
1 Ti 0.7940
2 C -0.0366
3 C -0.5256
4 C -0.0658
5 C -0.0780
6 C -0.1690
7 C -0.0731
8 C -0.4616
9 Br 0.9445
10 C -0.3430
11 O -0.2779
12 C -0.0793
13 C 0.0125
14 C -0.5469
15 C -0.0459
16 C -0.0779
17 C -0.0316
18 H 0.0898
19 H 0.0529
20 H 0.0930
21 H 0.0944
22 H 0.0936
23 H 0.0779
24 H 0.0653
25 H 0.0895
26 H 0.0770
27 H 0.1163
28 H 0.0942
29 H 0.1026
30 H 0.0798
31 H 0.0624
32 H 0.0709
33 H 0.1142
34 H 0.0785
35 H 0.0926
36 H 0.0729
37 H 0.1002
38 C -0.0420
39 C -0.5372
40 C -0.0706
41 C -0.0470
42 C -0.1660
43 C -0.0232
44 C -0.0799
45 C -0.4899
46 S 1.1504
47 C -0.4965
48 N 0.0047
49 C -0.2157
50 C -0.0061
51 C -0.2385
52 C -0.0717
53 C -0.0802
54 C -0.0793
55 C -0.1054
56 C -0.1647
57 H 0.0931
58 H 0.0718
59 H 0.0882
60 H 0.1053
61 H 0.0804
62 H 0.0796
63 H 0.1016
64 H 0.0537
65 H 0.0808
66 H 0.1121
67 H 0.1226
68 H 0.0695
69 H 0.1209
70 H 0.0797
71 H 0.1052
72 H 0.0988
73 Cl 0.7295
74 C -0.5431
75 C -0.1026
76 C -0.0698
77 C -0.0938
78 C -0.1505
79 C -0.4503
80 C -0.2226
81 H 0.1100
82 H 0.0893
83 H 0.1071
84 H 0.1180
85 H 0.0762
86 H 0.0421
87 C -0.4635
88 S 0.6956
89 C -0.4414
90 H 0.0231
91 H 0.0408
92 H 0.0535
93 H 0.0190
94 H 0.0278
95 H 0.0440


4.
C5H10O4 | ωB97M-V/def2-TZVPD

Calculated values
* energy above the lowest of the compared OMol25 structures with the same formula, charge and spin: 3.7307 eV
* E_tot: -497.3713 Ha
* net charge: 0

Positions of all 19 atoms, in Å:
C  1.36  0.49  -1.37
C  0.06  -0.02  -0.77
C  -1.17  0.37  -1.56
C  0.10  -1.45  -0.37
O  -0.19  0.93  0.55
O  0.81  0.78  1.58
C  -0.12  0.25  2.42
O  -0.53  -0.89  2.40
O  -0.35  1.10  3.43
H  1.28  1.55  -1.60
H  2.17  0.35  -0.66
H  1.58  -0.07  -2.28
H  -1.10  -0.05  -2.56
H  -2.07  -0.01  -1.08
H  -1.24  1.46  -1.64
H  -0.21  -2.12  -1.17
H  1.06  -1.75  0.03
H  -0.58  -1.56  0.54
H  -0.86  0.64  4.12

Atom-resolved charges from Löwdin, all expressed in e:
1 C -0.0311
2 C -0.4930
3 C -0.0262
4 C -0.0411
5 O -0.0743
6 O 0.0513
7 C -0.6080
8 O 0.0958
9 O 0.1605
10 H 0.0889
11 H 0.0864
12 H 0.0953
13 H 0.0952
14 H 0.0922
15 H 0.0894
16 H 0.0927
17 H 0.0907
18 H 0.0951
19 H 0.1403